# 1
Entry from OMol25: an isolated molecule of C21H30N2O9S (ωB97M-V with the def2-TZVPD basis set).

The geometry in XYZ format:
```
63
Properties=species:S:1:pos:R:3
C -0.55 -4.42 0.14
C -1.08 -3.91 -1.19
H -0.63 -4.46 -2.03
H -2.17 -3.98 -1.24
O -0.79 -2.51 -1.35
C 0.40 -2.20 -1.90
O 1.17 -2.99 -2.37
C 0.64 -0.73 -1.79
C -0.19 0.20 -2.28
N 0.07 1.54 -2.08
C 1.12 1.99 -1.32
C 2.04 1.12 -0.83
C 3.19 1.53 -0.03
O 3.50 2.66 0.29
O 3.90 0.45 0.36
C 5.06 0.69 1.15
C 6.26 1.02 0.29
H 7.14 1.13 0.91
H 6.44 0.23 -0.43
H 6.08 1.95 -0.24
H 5.22 -0.24 1.71
H 4.85 1.51 1.85
C 1.89 -0.38 -1.02
C 1.74 -1.07 0.33
O 2.02 -2.21 0.58
O 1.13 -0.25 1.21
C 0.63 -0.80 2.42
H 0.87 -0.11 3.23
H 1.10 -1.77 2.60
C -0.87 -1.02 2.28
O -1.36 -2.11 2.50
N -1.62 0.04 1.87
C -1.13 1.39 1.71
H -1.39 1.77 0.72
H -1.57 2.04 2.47
H -0.05 1.43 1.80
C -2.99 -0.26 1.47
C -3.12 -0.33 -0.04
H -3.92 -0.99 -0.35
H -2.19 -0.61 -0.53
S -3.65 1.34 -0.55
O -2.54 2.14 -1.02
O -4.77 1.24 -1.45
C -4.18 1.94 1.09
C -4.04 0.74 2.01
H -3.78 1.04 3.02
H -4.99 0.21 2.05
H -3.54 2.77 1.35
H -5.21 2.28 0.99
H -3.19 -1.24 1.91
H 2.77 -0.82 -1.51
C 1.13 3.47 -1.15
H 0.14 3.81 -0.86
H 1.87 3.76 -0.40
H 1.40 3.94 -2.09
H -0.67 2.19 -2.30
C -1.37 -0.08 -3.16
H -2.23 0.52 -2.85
H -1.13 0.21 -4.18
H -1.64 -1.13 -3.15
H -0.78 -5.47 0.24
H 0.53 -4.28 0.17
H -0.99 -3.87 0.96
```

As for the SMILES: CCOC(=O)C1=C(C)NC(C)=C(C(=O)OCC)C1C(=O)OCC(=O)N(C)[C@H]1CCS(=O)(=O)C1. As for the charge: 0. The spin multiplicity is 1. The HOMO energy is -0.2949 hartree. The energy relative to the best compared isomer or geometry (same formula, charge and spin) is 8.06 kcal per mole. The LUMO energy comes out at 0.36 eV.

# 2
Entry from OMol25: an isolated molecule of C4H5NO (ωB97M-V with the def2-TZVPD basis set).

The geometry in XYZ format:
```
11
Properties=species:S:1:pos:R:3
N 1.43 0.09 0.39
C 1.24 -0.97 -0.49
C 0.47 0.95 -0.33
C -0.81 0.66 -0.09
C -1.02 -0.76 0.34
O 0.05 -1.53 -0.27
H 2.35 0.51 0.27
H 0.89 1.73 -0.95
H -1.61 1.37 -0.21
H -1.93 -1.17 -0.09
H -1.05 -0.90 1.43
```

As for the charge: 0. The spin multiplicity is 1. The HOMO energy is -0.3072 hartree. The energy relative to the best compared isomer or geometry (same formula, charge and spin) is 88.74 kcal per mole. The LUMO energy comes out at 0.69 eV.

# 3
Entry from OMol25: a cluster of 15 separate species, C72H176BBrCl2F4N11O3 in total (ωB97M-V with the def2-TZVPD basis set).

The geometry in XYZ format:
```
270
Properties=species:S:1:pos:R:3
N -0.13 0.20 -0.39
H -0.34 -0.51 0.30
H 0.34 0.80 0.29
H -0.91 0.60 -0.89
H 0.47 -0.27 -1.05
N -2.35 -3.77 4.04
H -2.93 -3.26 4.69
H -3.12 -4.23 3.58
H -1.85 -4.39 4.66
H -1.69 -3.22 3.51
Br 0.88 2.97 1.77
C 3.08 0.05 3.54
C 4.37 -0.28 2.71
N 5.06 -1.55 3.23
C 5.40 -1.38 4.73
C 4.11 -2.76 2.97
C 4.64 -4.12 3.53
C 6.43 -1.62 2.48
C 6.50 -2.17 1.03
O 5.68 -1.34 0.32
C 6.35 -0.29 -0.49
H 3.44 0.61 4.41
H 2.37 -0.74 3.80
H 2.44 0.77 3.04
H 5.12 0.51 2.82
H 4.18 -0.24 1.64
H 4.51 -1.33 5.35
H 6.05 -0.52 4.91
H 5.86 -2.31 5.05
H 4.12 -2.90 1.89
H 3.05 -2.58 3.11
H 4.89 -4.08 4.59
H 5.50 -4.49 2.99
H 3.95 -4.94 3.35
H 7.02 -2.29 3.10
H 6.88 -0.63 2.60
H 6.09 -3.18 1.05
H 7.50 -2.30 0.63
H 6.89 0.43 0.13
H 5.58 0.24 -1.06
H 6.96 -0.79 -1.24
C 0.10 3.42 -3.11
C -0.37 4.03 -1.77
N -1.26 5.30 -1.98
C -1.41 5.74 -0.45
C -0.60 6.32 -2.88
C 0.88 6.78 -2.47
C -2.62 4.84 -2.57
C -3.82 5.67 -2.04
O -3.53 7.10 -2.13
C -4.78 7.80 -2.06
H 0.31 4.11 -3.93
H -0.70 2.81 -3.54
H 1.01 2.85 -2.95
H 0.51 4.39 -1.24
H -0.82 3.24 -1.17
H -2.17 5.10 0.00
H -1.76 6.78 -0.48
H -0.45 5.69 0.06
H -1.28 7.17 -2.77
H -0.71 5.95 -3.90
H 1.04 7.44 -1.62
H 1.22 7.46 -3.25
H 1.67 6.03 -2.52
H -2.85 3.80 -2.32
H -2.58 4.90 -3.66
H -4.00 5.35 -1.01
H -4.74 5.36 -2.54
H -4.60 8.88 -2.03
H -5.20 7.70 -1.06
H -5.55 7.66 -2.82
C -2.56 3.29 6.12
C -1.39 2.60 5.39
N -1.40 1.07 5.25
C -0.09 0.54 4.81
C -1.69 0.47 6.67
C -0.70 0.95 7.72
C -2.56 0.60 4.33
C -2.70 1.24 2.95
O -2.86 2.64 3.02
C -3.04 3.27 1.75
H -2.22 4.23 6.56
H -2.97 2.67 6.91
H -3.45 3.35 5.49
H -0.51 2.83 5.99
H -1.18 3.10 4.45
H -0.03 -0.55 4.74
H 0.68 1.07 5.37
H 0.07 0.94 3.81
H -1.68 -0.59 6.40
H -2.74 0.61 6.91
H 0.31 0.91 7.30
H -0.89 0.27 8.54
H -0.87 1.95 8.11
H -3.44 0.81 4.94
H -2.37 -0.48 4.28
H -3.62 0.79 2.56
H -1.92 0.92 2.26
H -3.87 2.88 1.16
H -2.19 3.25 1.07
H -3.33 4.32 1.78
C -2.07 0.79 -5.59
C -3.45 0.40 -5.99
C -4.48 1.55 -5.78
N -5.81 0.93 -5.34
C -5.74 0.38 -3.91
C -6.31 -0.19 -6.26
C -7.82 -0.08 -6.30
C -8.09 1.33 -6.20
C -7.03 1.86 -5.28
H -2.00 0.99 -4.52
H -1.68 1.68 -6.08
H -1.28 0.04 -5.64
H -3.61 -0.44 -5.33
H -3.39 0.05 -7.03
H -4.65 2.14 -6.68
H -4.23 2.23 -4.97
H -5.13 -0.51 -3.76
H -6.75 0.08 -3.65
H -5.39 1.22 -3.31
H -5.77 -1.06 -5.90
H -5.89 0.08 -7.23
H -8.22 -0.55 -5.40
H -8.14 -0.46 -7.27
H -9.09 1.63 -5.92
H -7.95 1.68 -7.23
H -7.47 1.96 -4.29
H -6.78 2.91 -5.44
C 4.59 2.94 -3.95
C 4.20 1.47 -4.36
C 5.24 0.71 -5.29
N 4.92 -0.76 -5.54
C 3.60 -0.85 -6.28
C 6.05 -1.45 -6.33
C 6.75 -2.52 -5.50
C 6.26 -2.22 -4.07
C 4.88 -1.55 -4.20
H 5.60 2.95 -3.53
H 3.93 3.24 -3.13
H 4.59 3.65 -4.78
H 3.30 1.57 -4.97
H 3.76 0.89 -3.55
H 6.23 0.62 -4.84
H 5.35 1.14 -6.28
H 3.60 -1.93 -6.43
H 3.66 -0.26 -7.19
H 2.80 -0.52 -5.62
H 5.63 -1.79 -7.28
H 6.76 -0.68 -6.62
H 6.49 -3.53 -5.80
H 7.83 -2.44 -5.60
H 6.21 -3.14 -3.50
H 6.99 -1.48 -3.73
H 4.19 -2.38 -4.29
H 4.64 -0.96 -3.31
C -6.79 3.76 -1.07
C -7.25 2.26 -0.82
C -6.74 1.69 0.49
N -7.06 0.13 0.63
C -6.73 -0.67 -0.67
C -8.54 -0.05 0.96
C -8.56 -0.68 2.40
C -7.30 -1.36 2.62
C -6.29 -0.59 1.85
H -6.41 3.86 -2.08
H -6.01 4.04 -0.36
H -7.63 4.45 -0.95
H -7.02 1.60 -1.65
H -8.34 2.28 -0.93
H -7.04 2.17 1.42
H -5.65 1.68 0.49
H -7.44 -0.39 -1.45
H -6.74 -1.76 -0.62
H -5.83 -0.22 -1.10
H -9.01 -0.69 0.21
H -9.21 0.81 0.96
H -9.38 -1.40 2.40
H -8.80 0.02 3.20
H -7.28 -2.43 2.41
H -6.96 -1.22 3.65
H -5.32 -1.08 1.71
H -6.06 0.33 2.39
C 4.04 3.78 2.98
C 5.06 4.86 3.21
C 5.38 4.86 4.66
N 6.52 5.81 5.13
C 7.65 5.91 4.10
C 7.16 5.43 6.47
C 6.14 5.87 7.41
C 5.51 7.17 6.85
C 5.97 7.24 5.38
H 4.43 3.00 3.64
H 3.89 3.40 1.97
H 3.05 4.12 3.26
H 4.66 5.86 3.02
H 6.01 4.61 2.74
H 5.81 3.89 4.93
H 4.52 5.05 5.29
H 8.40 6.60 4.48
H 7.17 6.35 3.22
H 7.90 4.87 3.89
H 8.15 5.88 6.60
H 7.26 4.35 6.41
H 6.54 6.09 8.40
H 5.41 5.08 7.57
H 5.91 8.11 7.23
H 4.43 7.04 6.88
H 6.80 7.93 5.25
H 5.22 7.51 4.63
C -2.65 -2.90 -4.98
C -2.39 -3.72 -3.65
C -2.84 -2.90 -2.44
N -3.17 -3.64 -1.09
C -3.58 -2.56 -0.06
C -4.27 -4.61 -1.15
C -3.71 -6.00 -0.91
C -2.62 -5.59 0.12
C -2.01 -4.35 -0.51
H -3.72 -2.85 -5.13
H -2.16 -3.40 -5.82
H -2.19 -1.92 -4.84
H -1.32 -3.95 -3.62
H -2.86 -4.70 -3.65
H -3.75 -2.39 -2.73
H -2.10 -2.14 -2.18
H -2.79 -1.89 0.27
H -3.86 -3.05 0.88
H -4.36 -1.93 -0.48
H -5.10 -4.28 -0.52
H -4.65 -4.65 -2.17
H -4.31 -6.74 -0.38
H -3.25 -6.53 -1.74
H -2.92 -5.39 1.15
H -1.99 -6.48 0.04
H -1.33 -3.81 0.14
H -1.37 -4.66 -1.33
C 2.24 -4.78 0.89
C 2.12 -6.34 1.18
C 3.20 -7.00 0.34
N 3.19 -8.58 0.33
C 1.77 -9.07 -0.04
C 3.55 -9.08 1.76
C 4.18 -10.49 1.54
C 4.68 -10.44 0.12
C 4.39 -9.09 -0.45
H 3.24 -4.44 0.64
H 1.58 -4.28 1.60
H 1.71 -4.77 -0.06
H 1.17 -6.85 0.98
H 2.31 -6.51 2.24
H 4.27 -6.79 0.47
H 2.89 -6.79 -0.68
H 1.60 -8.93 -1.11
H 0.92 -8.82 0.59
H 1.78 -10.16 0.02
H 2.64 -9.21 2.34
H 4.19 -8.42 2.34
H 3.63 -11.37 1.88
H 5.16 -10.47 2.00
H 4.37 -11.25 -0.54
H 5.74 -10.54 -0.10
H 4.07 -9.03 -1.50
H 5.24 -8.42 -0.35
Cl -0.63 -1.76 2.32
Cl -3.03 1.17 -1.67
B 1.53 -1.49 -2.97
F 1.33 -0.17 -2.90
F 0.46 -1.91 -2.18
F 1.53 -1.93 -4.33
F 2.67 -1.87 -2.41
```

As for the charge: +7. The spin multiplicity is 1. The HOMO energy is -0.7059 hartree. The LUMO energy comes out at -12.55 eV.

# 4
Entry from OMol25: a structure of composition C37H35As2N4O2PtS (ωB97M-V with the def2-TZVPD basis set).

The geometry in XYZ format:
```
82
Properties=species:S:1:pos:R:3
Pt -1.82 2.30 0.50
C 0.71 0.44 2.11
C -0.39 0.54 3.15
As -2.23 0.19 2.59
C -2.91 -0.86 4.13
C -2.14 -1.75 4.88
C -2.70 -2.46 5.93
C -4.04 -2.28 6.25
C -4.82 -1.40 5.52
C -4.25 -0.70 4.46
C -2.39 -1.17 1.21
C -3.00 -0.82 0.01
C -3.19 -1.78 -0.97
C -2.76 -3.08 -0.77
C -2.16 -3.43 0.43
C -1.99 -2.48 1.43
As 1.22 -1.41 1.66
C 3.17 -1.19 1.59
C 3.95 -2.32 1.82
C 5.34 -2.25 1.73
C 5.95 -1.05 1.42
C 5.18 0.08 1.21
C 3.80 0.02 1.29
C 0.92 -1.47 -0.27
C 0.15 -0.54 -0.96
C -0.06 -0.68 -2.33
C 0.49 -1.74 -3.02
C 1.26 -2.68 -2.33
C 1.47 -2.55 -0.97
H 1.60 0.93 2.50
H 0.38 1.00 1.23
H -0.48 1.60 3.43
H -0.18 -0.04 4.05
H -1.09 -1.91 4.63
H -2.09 -3.15 6.50
H -4.48 -2.84 7.08
H -5.86 -1.26 5.76
H -4.86 0.00 3.89
H -3.25 0.22 -0.17
H -3.65 -1.50 -1.91
H -2.88 -3.82 -1.56
H -1.81 -4.45 0.59
H -1.54 -2.78 2.36
H 3.48 -3.26 2.07
H 5.93 -3.14 1.91
H 7.03 -0.99 1.35
H 5.65 1.03 0.96
H 3.22 0.91 1.11
H -0.30 0.32 -0.46
H -0.64 0.07 -2.85
H 0.34 -1.84 -4.09
H 1.69 -3.52 -2.86
H 2.07 -3.28 -0.44
N 3.77 -0.40 -5.27
C 3.15 0.44 -4.32
C 2.46 1.58 -4.73
C 1.87 2.42 -3.79
C 1.95 2.11 -2.44
C 2.66 0.99 -2.04
C 3.27 0.17 -2.96
S 1.22 3.16 -1.19
O 1.57 4.51 -1.55
O 1.72 2.63 0.06
N -0.38 2.95 -1.16
C -1.17 3.55 -2.09
N -0.73 3.92 -3.31
C -1.63 4.43 -4.14
C -2.97 4.59 -3.83
C -3.31 4.20 -2.54
N -2.44 3.72 -1.68
H 3.32 -0.37 -6.17
H 3.86 -1.35 -4.95
H 2.39 1.82 -5.78
H 1.34 3.31 -4.10
H 2.73 0.76 -0.99
H 3.81 -0.71 -2.63
H -1.25 4.72 -5.12
H -3.68 4.99 -4.53
H -4.33 4.31 -2.17
C -3.08 1.85 1.97
H -3.08 2.43 2.90
H -4.11 1.50 1.80
```

As for the charge: -1. The spin multiplicity is 1. The HOMO energy is -0.1137 hartree. The energy relative to the best compared isomer or geometry (same formula, charge and spin) is 7.72 kcal per mole. The LUMO energy comes out at 2.49 eV.

Computed max |F|, in the same sequence as the records: 0.69, 2.56, 3.68, 1.31 eV/Å.